Record 1
{"formula": "C25H56F5N2O4", "method": "ωB97M-V/def2-TZVPD", "species": ["C", "N", "C", "C", "C", "C", "F", "F", "C", "F", "F", "F", "C", "C", "C", "C", "C", "C", "C", "N", "H", "H", "H", "H", "H", "H", "H", "H", "H", "H", "H", "H", "H", "H", "H", "H", "H", "H", "H", "H", "H", "H", "H", "H", "C", "C", "C", "O", "H", "H", "H", "H", "H", "H", "H", "H", "C", "C", "C", "O", "H", "H", "H", "H", "H", "H", "H", "H", "C", "C", "C", "O", "H", "H", "H", "H", "H", "H", "H", "H", "C", "C", "C", "O", "H", "H", "H", "H", "H", "H", "H", "H"], "xyz": [[5.20, -1.67, 2.40], [4.25, -0.96, 1.47], [4.60, -1.15, 0.02], [3.47, -0.85, -0.97], [2.20, -0.14, -0.42], [2.01, 1.25, -1.03], [1.76, 1.13, -2.36], [0.93, 1.82, -0.44], [3.22, 2.24, -0.89], [2.81, 3.47, -0.64], [4.03, 1.86, 0.13], [3.97, 2.24, -1.99], [2.02, -0.09, 1.10], [2.80, -1.18, 1.83], [2.20, -2.59, 1.65], [3.04, -3.78, 1.11], [2.70, -4.21, -0.34], [3.92, -4.52, -1.24], [4.05, -6.02, -1.59], [5.38, -6.44, -2.04], [4.65, -2.42, 2.96], [5.97, -2.17, 1.82], [5.65, -0.94, 3.07], [4.40, 0.03, 1.65], [4.95, -2.18, -0.12], [5.46, -0.51, -0.17], [3.16, -1.76, -1.48], [3.90, -0.22, -1.76], [1.34, -0.70, -0.80], [0.97, -0.23, 1.34], [2.32, 0.87, 1.52], [2.73, -0.91, 2.89], [1.32, -2.49, 1.01], [1.80, -2.87, 2.63], [4.12, -3.62, 1.18], [2.82, -4.63, 1.76], [2.06, -3.45, -0.80], [2.09, -5.11, -0.30], [4.86, -4.23, -0.76], [3.86, -3.95, -2.17], [3.79, -6.61, -0.71], [3.34, -6.24, -2.40], [6.02, -6.41, -1.26], [5.73, -5.79, -2.74], [-0.58, 0.86, 5.96], [0.67, 0.32, 5.28], [1.59, 1.44, 4.83], [0.31, -0.51, 4.17], [-1.15, 1.48, 5.27], [-1.23, 0.04, 6.28], [-0.33, 1.46, 6.83], [1.20, -0.34, 5.97], [1.09, 2.08, 4.11], [2.49, 1.03, 4.36], [1.91, 2.06, 5.67], [-0.18, 0.03, 3.55], [-2.42, 0.24, -0.84], [-3.08, 1.20, 0.13], [-3.48, 2.49, -0.54], [-2.20, 1.47, 1.24], [-1.50, 0.68, -1.24], [-2.14, -0.69, -0.32], [-3.07, -0.02, -1.67], [-3.96, 0.73, 0.57], [-2.60, 3.00, -0.95], [-3.96, 3.17, 0.17], [-4.18, 2.31, -1.36], [-1.43, 1.91, 0.87], [-7.74, 5.55, 1.49], [-6.63, 4.97, 0.63], [-5.81, 6.05, -0.05], [-7.18, 4.08, -0.34], [-8.43, 6.13, 0.88], [-8.31, 4.76, 1.97], [-7.34, 6.21, 2.27], [-5.98, 4.35, 1.26], [-6.44, 6.65, -0.71], [-5.02, 5.60, -0.66], [-5.35, 6.72, 0.68], [-7.76, 4.60, -0.91], [-3.05, -1.64, -6.08], [-3.70, -0.67, -5.11], [-4.13, 0.62, -5.81], [-2.82, -0.38, -4.02], [-2.15, -1.20, -6.51], [-2.76, -2.56, -5.56], [-3.73, -1.91, -6.89], [-4.57, -1.14, -4.65], [-3.26, 1.12, -6.23], [-4.60, 1.30, -5.10], [-4.83, 0.41, -6.61], [-2.03, 0.04, -4.39]], "lowdin_charge": [0.048, -0.082, -0.076, -0.062, -0.164, -0.397, 0.134, 0.120, -0.528, 0.208, 0.139, 0.187, -0.089, -0.237, -0.092, -0.166, -0.189, -0.216, -0.287, -0.008, 0.106, 0.108, 0.113, 0.161, 0.100, 0.144, 0.102, 0.124, 0.159, 0.129, 0.125, 0.136, 0.120, 0.124, 0.074, 0.119, 0.094, 0.114, 0.091, 0.107, 0.114, 0.116, 0.063, 0.066, -0.050, -0.489, -0.059, -0.063, 0.087, 0.085, 0.086, 0.138, 0.084, 0.057, 0.086, 0.079, -0.061, -0.480, -0.048, -0.069, 0.068, 0.078, 0.061, 0.141, 0.083, 0.068, 0.088, 0.061, -0.062, -0.511, -0.063, -0.058, 0.082, 0.080, 0.080, 0.127, 0.083, 0.070, 0.081, 0.085, -0.062, -0.494, -0.060, -0.072, 0.081, 0.078, 0.082, 0.139, 0.082, 0.078, 0.082, 0.086], "energy_ha": -1895.715883, "spin_multiplicity": 1, "total_charge": 1, "homo_lumo_gap_ha": 0.327}

Record 2
{"formula": "C25H56N2O3Si", "method": "ωB97M-V/def2-TZVPD", "species": ["C", "C", "C", "C", "N", "C", "C", "C", "C", "C", "O", "C", "C", "C", "C", "O", "Si", "C", "C", "C", "H", "H", "H", "H", "H", "H", "H", "H", "H", "H", "H", "H", "H", "H", "H", "H", "H", "H", "H", "H", "H", "H", "H", "H", "H", "H", "H", "H", "H", "H", "H", "H", "H", "H", "H", "H", "H", "H", "C", "C", "C", "C", "C", "C", "N", "O", "C", "C", "C", "H", "H", "H", "H", "H", "H", "H", "H", "H", "H", "H", "H", "H", "H", "H", "H", "H", "H"], "xyz": [[5.48, -4.87, -0.78], [5.15, -3.67, 0.33], [3.62, -3.09, 0.22], [3.75, -1.54, -0.36], [4.10, -1.47, -1.83], [3.13, -2.16, -2.76], [1.57, -1.67, -2.63], [1.06, -0.65, -3.81], [1.06, 0.86, -3.17], [-0.41, 1.37, -2.63], [-1.13, 0.33, -1.83], [-2.37, 0.99, -1.35], [-3.34, 0.01, -0.44], [4.43, -0.02, -2.26], [6.10, 0.09, -2.37], [6.57, 1.44, -2.74], [8.07, 1.87, -1.95], [9.10, 3.02, -3.16], [9.23, 0.39, -1.53], [7.70, 2.95, -0.36], [5.77, -4.34, -1.81], [6.39, -5.54, -0.45], [4.53, -5.56, -0.93], [5.93, -2.81, 0.07], [5.41, -3.99, 1.44], [2.99, -3.80, -0.48], [3.11, -3.08, 1.30], [4.66, -1.04, 0.23], [2.79, -0.93, -0.05], [5.03, -1.99, -1.93], [3.26, -3.33, -2.66], [3.48, -1.88, -3.86], [1.28, -1.19, -1.60], [0.91, -2.66, -2.73], [-0.08, -0.93, -4.01], [1.65, -0.76, -4.82], [1.55, 1.62, -3.93], [1.78, 0.85, -2.21], [-0.26, 2.28, -1.90], [-1.06, 1.65, -3.58], [-2.10, 1.94, -0.69], [-2.95, 1.39, -2.29], [-3.75, 0.68, 0.46], [-2.70, -0.86, 0.02], [-4.27, -0.38, -1.07], [3.89, 0.26, -3.26], [4.13, 0.65, -1.34], [6.51, -0.23, -1.30], [6.48, -0.67, -3.20], [10.16, 3.23, -2.65], [9.34, 2.36, -4.11], [8.53, 4.00, -3.45], [9.24, 0.28, -0.34], [8.88, -0.65, -1.95], [10.37, 0.58, -1.82], [7.47, 2.30, 0.59], [8.64, 3.66, -0.17], [6.79, 3.63, -0.64], [-8.39, 2.66, 3.53], [-7.88, 1.65, 2.47], [-8.93, 0.53, 2.28], [-9.01, -0.42, 3.46], [-7.65, -1.00, 3.79], [-6.52, 0.05, 3.94], [-6.53, 1.11, 2.88], [-5.94, 0.56, 1.73], [-6.62, 0.74, 5.34], [-5.16, -0.72, 4.02], [-7.81, 2.51, 1.17], [-9.23, 3.26, 3.14], [-8.79, 2.19, 4.43], [-7.61, 3.37, 3.83], [-8.70, -0.05, 1.38], [-9.92, 0.97, 2.10], [-9.43, 0.09, 4.34], [-9.71, -1.23, 3.23], [-7.72, -1.61, 4.70], [-7.38, -1.70, 2.98], [-5.90, 1.56, 5.42], [-6.39, 0.03, 6.14], [-7.61, 1.12, 5.57], [-5.00, -1.37, 3.16], [-5.13, -1.38, 4.90], [-4.31, -0.03, 4.10], [-7.07, 3.32, 1.26], [-8.78, 2.98, 0.95], [-7.56, 1.92, 0.28]], "lowdin_charge": [-0.132, -0.247, -0.157, -0.153, -0.156, -0.128, -0.166, -0.188, -0.183, -0.200, -0.240, -0.267, -0.093, -0.072, -0.228, -0.264, 0.479, -0.218, -0.216, -0.213, 0.075, 0.086, 0.088, 0.099, 0.124, 0.115, 0.140, 0.150, 0.146, 0.155, 0.140, 0.153, 0.110, 0.138, 0.131, 0.118, 0.126, 0.093, 0.135, 0.138, 0.127, 0.127, 0.075, 0.083, 0.094, 0.148, 0.154, 0.123, 0.152, 0.063, 0.050, 0.052, 0.057, 0.038, 0.073, 0.042, 0.064, 0.051, -0.044, -0.476, -0.138, -0.186, -0.138, -0.474, -0.016, -0.054, -0.043, -0.050, -0.047, 0.088, 0.056, 0.094, 0.123, 0.126, 0.104, 0.116, 0.125, 0.122, 0.093, 0.086, 0.058, 0.073, 0.084, 0.085, 0.087, 0.084, 0.074], "energy_ha": -1610.336713, "e_above_lowest_kcal_mol": 200.53, "spin_multiplicity": 2, "total_charge": 1, "homo_lumo_gap_ha": [0.296, 0.318]}

Record 3
{"formula": "C25H57F3N4O17P3S", "method": "ωB97M-V/def2-TZVPD", "species": ["C", "C", "O", "C", "C", "O", "C", "C", "S", "C", "N", "C", "N", "C", "N", "C", "C", "C", "O", "O", "N", "C", "C", "C", "O", "C", "F", "F", "F", "H", "H", "H", "H", "H", "H", "H", "H", "H", "H", "H", "H", "H", "H", "H", "H", "H", "H", "H", "H", "H", "H", "H", "H", "H", "H", "H", "H", "H", "H", "C", "O", "P", "O", "O", "C", "O", "C", "H", "H", "H", "H", "H", "H", "H", "H", "H", "C", "O", "P", "O", "O", "C", "O", "C", "H", "H", "H", "H", "H", "H", "H", "H", "H", "C", "O", "P", "O", "O", "C", "O", "C", "H", "H", "H", "H", "H", "H", "H", "H", "H"], "xyz": [[3.53, -5.18, -0.12], [4.66, -4.14, -0.23], [4.18, -2.81, -0.27], [4.20, -2.21, -1.54], [2.80, -2.28, -2.16], [1.84, -2.01, -1.16], [0.59, -1.57, -1.60], [-0.50, -2.65, -1.47], [-0.16, -3.95, -2.72], [-1.84, -2.01, -1.83], [-2.95, -2.98, -1.78], [-4.28, -2.36, -1.61], [-4.39, -1.62, -0.35], [-2.74, -3.92, -0.80], [-3.21, -5.13, -0.88], [-3.98, -5.66, -2.00], [-5.46, -5.97, -1.61], [-5.69, -5.97, -0.12], [-6.10, -5.01, 0.44], [-5.38, -7.10, 0.59], [-1.98, -3.60, 0.32], [-0.58, -3.23, -0.04], [-0.07, -2.28, 1.04], [-0.34, -2.88, 2.44], [0.09, -4.23, 2.51], [0.46, -2.12, 3.49], [1.78, -2.27, 3.32], [0.15, -2.52, 4.71], [0.21, -0.80, 3.38], [3.41, -5.77, -1.02], [3.71, -5.83, 0.74], [2.59, -4.64, 0.06], [5.25, -4.23, 0.68], [5.34, -4.39, -1.05], [4.53, -1.17, -1.43], [4.89, -2.68, -2.24], [2.78, -1.58, -3.00], [2.68, -3.32, -2.48], [0.25, -0.68, -1.06], [0.62, -1.27, -2.66], [0.84, -4.63, -2.15], [-2.03, -1.14, -1.20], [-1.75, -1.65, -2.85], [-5.05, -3.13, -1.62], [-4.50, -1.69, -2.44], [-5.23, -1.06, -0.36], [-4.55, -2.29, 0.40], [-2.97, -5.71, -0.09], [-3.95, -5.00, -2.86], [-3.49, -6.58, -2.29], [-5.71, -6.95, -2.01], [-6.09, -5.20, -2.04], [-4.43, -7.24, 0.57], [-2.41, -2.75, 0.69], [0.02, -4.14, 0.00], [1.01, -2.14, 0.98], [-0.64, -1.35, 0.99], [-1.39, -2.82, 2.70], [0.89, -4.29, 1.98], [2.27, 1.31, -6.48], [2.20, -0.11, -6.59], [3.44, -1.13, -6.22], [4.34, -0.12, -5.57], [3.79, -1.47, -7.76], [4.25, -0.43, -8.61], [4.25, -2.46, -5.66], [5.68, -2.41, -5.73], [1.44, 1.66, -5.86], [3.20, 1.67, -6.07], [2.14, 1.70, -7.49], [4.82, 0.31, -8.06], [3.41, 0.04, -9.12], [4.89, -0.90, -9.36], [6.07, -1.78, -4.93], [6.02, -2.04, -6.69], [6.03, -3.43, -5.59], [-2.44, 1.21, 2.29], [-2.97, 2.08, 3.27], [-3.14, 3.68, 3.00], [-2.89, 3.88, 1.55], [-1.91, 4.08, 3.97], [-0.57, 3.85, 3.54], [-4.03, 4.92, 3.49], [-3.62, 6.19, 2.97], [-3.14, 0.39, 2.12], [-2.22, 1.69, 1.34], [-1.52, 0.79, 2.70], [-0.48, 3.94, 2.46], [-0.23, 2.87, 3.87], [0.05, 4.61, 4.01], [-3.95, 6.30, 1.94], [-2.54, 6.31, 3.04], [-4.10, 6.96, 3.58], [-1.26, 7.51, 6.19], [-1.20, 8.77, 5.48], [0.12, 9.17, 4.54], [0.68, 7.77, 4.52], [0.73, 10.14, 5.68], [1.05, 9.60, 6.95], [1.17, 9.74, 3.39], [2.52, 9.29, 3.49], [-2.18, 6.99, 5.94], [-0.43, 6.84, 6.01], [-1.28, 7.76, 7.26], [1.37, 8.56, 6.87], [0.20, 9.68, 7.63], [1.87, 10.20, 7.35], [2.61, 8.27, 3.12], [2.89, 9.36, 4.51], [3.11, 9.96, 2.85]], "lowdin_charge": [-0.056, -0.248, -0.132, -0.171, -0.170, -0.132, -0.233, -0.633, 0.886, -0.143, -0.024, -0.196, 0.052, -0.320, 0.173, -0.095, -0.055, -0.525, 0.153, 0.108, 0.135, -0.274, -0.059, -0.262, 0.024, -0.605, 0.169, 0.182, 0.138, 0.069, 0.072, 0.049, 0.116, 0.117, 0.134, 0.123, 0.122, 0.100, 0.137, 0.127, -0.115, 0.133, 0.140, 0.111, 0.140, 0.097, 0.076, 0.176, 0.130, 0.136, 0.129, 0.119, 0.109, 0.126, 0.125, 0.136, 0.132, 0.158, 0.094, -0.103, -0.264, 0.605, -0.300, -0.247, -0.086, -0.292, -0.108, 0.085, 0.079, 0.095, 0.093, 0.089, 0.095, 0.083, 0.088, 0.093, -0.119, -0.222, 0.509, -0.265, -0.251, -0.087, -0.236, -0.095, 0.076, 0.079, 0.071, 0.088, 0.083, 0.086, 0.089, 0.086, 0.095, -0.105, -0.276, 0.676, -0.322, -0.247, -0.096, -0.284, -0.116, 0.081, 0.070, 0.091, 0.090, 0.088, 0.096, 0.082, 0.086, 0.093], "energy_ha": -4206.395405, "e_above_lowest_kcal_mol": 0.00, "spin_multiplicity": 1, "total_charge": 1, "homo_lumo_gap_ha": 0.267}

Record 4
{"formula": "C25H57GaN4O11P", "method": "ωB97M-V/def2-TZVPD", "species": ["C", "C", "C", "C", "C", "Ga", "C", "C", "C", "C", "C", "C", "C", "C", "C", "C", "O", "C", "C", "C", "O", "O", "P", "C", "C", "C", "H", "H", "H", "H", "H", "H", "H", "H", "H", "H", "H", "H", "H", "H", "H", "H", "H", "H", "H", "H", "H", "H", "H", "H", "H", "H", "H", "H", "H", "H", "H", "H", "H", "H", "H", "H", "H", "H", "H", "H", "H", "H", "H", "H", "H", "C", "N", "O", "O", "H", "H", "H", "C", "N", "O", "O", "H", "H", "H", "C", "N", "O", "O", "H", "H", "H", "C", "N", "O", "O", "H", "H", "H"], "xyz": [[2.06, 1.88, 4.26], [0.70, 2.01, 3.41], [0.85, 1.65, 1.87], [-0.52, 1.89, 1.01], [-1.77, 2.35, 1.91], [-0.30, 3.25, -0.52], [-1.54, 2.87, -2.17], [-3.09, 2.76, -1.79], [-3.52, 1.38, -1.13], [-3.77, 0.18, -2.15], [-2.39, -0.52, -2.66], [-2.24, -2.05, -2.15], [-1.26, -2.14, -0.89], [-0.29, -3.44, -0.93], [1.26, -3.05, -1.14], [1.87, -3.66, -2.50], [1.56, -2.75, -3.58], [1.38, -3.46, -4.83], [-0.84, 5.14, 0.15], [-0.29, 5.53, 1.58], [-1.07, 6.14, 2.36], [1.01, 5.28, 2.06], [1.91, 3.22, -1.42], [1.66, 3.88, -3.19], [3.01, 4.50, -0.56], [2.51, 6.04, -0.77], [2.01, 2.69, 5.09], [3.01, 2.09, 3.68], [2.05, 0.89, 4.81], [0.38, 3.11, 3.48], [-0.10, 1.35, 3.88], [1.65, 2.29, 1.33], [1.20, 0.56, 1.76], [-0.77, 0.86, 0.55], [-1.57, 3.26, 2.56], [-2.60, 2.66, 1.18], [-2.21, 1.48, 2.51], [-1.14, 2.02, -2.81], [-1.43, 3.82, -2.81], [-3.72, 3.05, -2.71], [-3.30, 3.58, -1.02], [-2.81, 1.03, -0.31], [-4.54, 1.57, -0.61], [-4.46, 0.44, -3.02], [-4.32, -0.64, -1.56], [-2.34, -0.46, -3.79], [-1.55, 0.06, -2.14], [-3.26, -2.51, -1.89], [-1.85, -2.66, -3.04], [-0.54, -1.25, -0.80], [-1.91, -2.12, 0.04], [-0.65, -4.15, -1.74], [-0.36, -3.89, 0.13], [1.46, -1.93, -1.09], [1.88, -3.52, -0.29], [1.43, -4.70, -2.61], [3.01, -3.73, -2.38], [1.94, -2.89, -5.64], [1.80, -4.52, -4.82], [0.25, -3.46, -5.07], [-0.54, 5.91, -0.63], [-1.99, 5.15, 0.22], [1.34, 4.40, 1.75], [0.91, 4.76, -3.12], [1.24, 3.09, -3.89], [2.61, 4.29, -3.67], [3.21, 4.25, 0.53], [4.04, 4.45, -1.08], [1.58, 6.08, -1.42], [3.33, 6.60, -1.36], [2.35, 6.57, 0.22], [4.39, -0.17, 8.18], [3.59, 0.21, 6.99], [4.19, 0.42, 5.95], [2.38, 0.28, 7.14], [5.44, -0.19, 7.90], [4.21, 0.58, 8.95], [4.06, -1.16, 8.50], [3.47, -5.37, 2.84], [2.70, -5.00, 1.63], [3.32, -4.79, 0.60], [1.49, -4.92, 1.75], [4.53, -5.39, 2.58], [3.28, -4.61, 3.60], [3.13, -6.35, 3.16], [-5.51, 0.20, -6.46], [-4.67, 1.06, -5.57], [-3.49, 0.78, -5.49], [-5.24, 1.97, -5.00], [-4.88, -0.57, -6.90], [-6.29, -0.24, -5.84], [-5.94, 0.85, -7.23], [-1.10, -7.60, 2.20], [-0.46, -8.62, 3.08], [0.75, -8.62, 3.14], [-1.21, -9.38, 3.67], [-0.33, -6.99, 1.74], [-1.68, -8.13, 1.44], [-1.75, -6.99, 2.83]], "lowdin_charge": [-0.138, -0.264, -0.242, -0.374, -0.167, 0.282, -0.272, -0.273, -0.218, -0.192, -0.177, -0.205, -0.194, -0.179, -0.159, -0.234, -0.222, -0.130, -0.161, -0.485, -0.011, 0.009, 0.708, -0.414, -0.510, -0.182, 0.077, 0.074, 0.036, 0.093, 0.109, 0.051, 0.106, 0.057, 0.064, 0.055, 0.076, 0.034, 0.047, 0.095, 0.083, 0.085, 0.109, 0.080, 0.094, 0.084, 0.087, 0.100, 0.094, 0.093, 0.109, 0.099, 0.086, 0.121, 0.064, 0.116, 0.126, 0.091, 0.086, 0.092, 0.056, 0.064, 0.060, 0.015, 0.027, 0.025, 0.048, 0.049, 0.036, 0.060, 0.059, 0.036, -0.438, 0.064, 0.060, 0.092, 0.099, 0.097, 0.050, -0.426, 0.062, 0.054, 0.095, 0.103, 0.096, 0.037, -0.447, 0.062, 0.057, 0.093, 0.099, 0.096, 0.046, -0.449, 0.052, 0.057, 0.080, 0.102, 0.105], "energy_ha": -4299.023279, "spin_multiplicity": 1, "total_charge": -1, "homo_lumo_gap_ha": 0.182}